{
  "formula": "C18H18N5O2SSe4W",
  "method": "ωB97M-V/def2-TZVPD",
  "relative_energy_kcal_mol": 32.8,
  "multiplicity": 1,
  "total_charge": 1,
  "orbital_gap_ev": 5.903,
  "largest_force_ev_per_a": 1.57,
  "total_energy_ha": -11191.799870,
  "symbols": ["W", "Se", "Se", "Se", "Se", "S", "O", "O", "N", "N", "N", "N", "N", "C", "C", "C", "C", "C", "C", "C", "C", "C", "C", "C", "C", "C", "C", "C", "C", "C", "C", "H", "H", "H", "H", "H", "H", "H", "H", "H", "H", "H", "H", "H", "H", "H", "H", "H", "H"],
  "xyz": [[0.303, 0.074, -0.075], [1.754, 2.110, -0.169], [2.342, -1.396, 0.202], [1.319, -0.541, 2.089], [-0.269, 2.492, 0.974], [-0.640, 0.110, -2.795], [-1.973, -0.369, -2.994], [-0.418, 1.257, -1.870], [2.337, 0.836, -7.728], [-0.713, -3.145, -2.259], [-1.337, 0.663, 0.645], [0.260, -0.962, -1.875], [-0.646, -2.055, -0.161], [0.607, -0.284, -6.499], [-1.791, -0.390, 3.347], [1.874, 1.526, -5.478], [-5.169, 0.883, 2.252], [0.141, 0.418, -4.261], [-3.636, 1.341, 0.441], [-4.906, 1.401, 0.994], [-3.390, 1.949, -0.904], [-2.615, 0.721, 1.198], [-1.172, -3.100, 0.458], [1.620, 0.693, -6.584], [1.156, 1.383, -4.319], [-0.413, -2.150, -1.465], [-2.868, 0.216, 2.496], [-4.156, 0.294, 2.995], [-1.288, -4.187, -1.639], [-0.122, -0.428, -5.350], [-1.516, -4.219, -0.270], [-1.567, -5.025, -2.267], [-3.177, 1.184, -1.645], [-2.216, -0.801, 4.262], [-4.364, -0.100, 3.982], [3.069, 1.518, -7.798], [2.182, 0.234, -8.516], [-1.264, -1.185, 2.828], [-1.318, -3.025, 1.529], [-4.270, 2.504, -1.227], [-0.905, -1.174, -5.283], [-2.538, 2.629, -0.884], [-1.055, 0.364, 3.632], [1.347, 2.023, -3.468], [0.406, -0.921, -7.353], [-1.955, -5.080, 0.212], [-5.700, 1.869, 0.424], [-6.169, 0.954, 2.665], [2.642, 2.288, -5.549]]
}